[1]
Computed, not measured: a 10-piece molecular cluster, C38H70F2O30 overall in a non-equilibrium geometry, with ωB97M-V with the def2-TZVPD basis set.

Each atom is followed by the atoms it is bonded to, with distances in Å.
CARTESIAN COORDINATES (ANGSTROEM)
1 C -18.417 -17.110 -4.796  C2 1.534, H8 1.090, H9 1.090, H10 1.090
2 C -18.705 -16.387 -6.118  C1 1.534, O3 1.380, H11 1.090, H12 1.090
3 O -17.538 -15.802 -6.569  C2 1.380, C4 1.360
4 C -17.605 -14.855 -7.543  O3 1.360, O5 1.212, O6 1.347
5 O -18.603 -14.414 -8.071  C4 1.212
6 O -16.349 -14.616 -7.967  C4 1.347, C7 1.404
7 C -16.035 -14.166 -9.259  O6 1.404, H13 1.090, H14 1.090, H15 1.090
8 H -17.721 -17.940 -4.922  C1 1.090
9 H -19.368 -17.411 -4.358  C1 1.090
10 H -18.064 -16.424 -4.027  C1 1.090
11 H -19.633 -15.821 -6.199  C2 1.090
12 H -18.778 -17.240 -6.792  C2 1.090
13 H -15.970 -14.955 -10.008  C7 1.090
14 H -15.023 -13.779 -9.140  C7 1.090
15 H -16.623 -13.336 -9.650  C7 1.090
16 C -22.789 -7.310 -15.609  C17 1.571, H23 1.090, H24 1.090, H25 1.090
17 C -22.526 -8.819 -15.957  C16 1.571, O18 1.457, H26 1.090, H27 1.090
18 O -21.177 -9.141 -15.511  C17 1.457, C19 1.328
19 C -20.167 -8.966 -16.355  O18 1.328, O20 1.214, O21 1.368
20 O -20.263 -8.820 -17.557  C19 1.214
21 O -18.984 -9.197 -15.711  C19 1.368, C22 1.462
22 C -17.685 -8.922 -16.324  O21 1.462, H28 1.090, H29 1.090, H30 1.090
23 H -23.523 -6.797 -16.230  C16 1.090
24 H -21.871 -6.747 -15.775  C16 1.090
25 H -23.036 -7.060 -14.578  C16 1.090
26 H -22.589 -9.023 -17.026  C17 1.090
27 H -23.269 -9.467 -15.492  C17 1.090
28 H -16.907 -9.344 -15.687  C22 1.090
29 H -17.488 -7.859 -16.462  C22 1.090
30 H -17.608 -9.460 -17.269  C22 1.090
31 C -15.801 -17.426 -24.868  C32 1.539, H38 1.090, H39 1.090, H40 1.090
32 C -15.089 -18.540 -25.655  C31 1.539, O33 1.451, H41 1.090, H42 1.090
33 O -15.631 -18.413 -26.995  C32 1.451, C34 1.341
34 C -15.340 -19.237 -28.012  O33 1.341, O35 1.240, O36 1.350
35 O -14.589 -20.224 -28.002  C34 1.240
36 O -15.925 -18.656 -29.082  C34 1.350, C37 1.420
37 C -15.429 -18.791 -30.405  O36 1.420, H43 1.090, H44 1.090, H45 1.090
38 H -16.869 -17.283 -25.029  C31 1.090
39 H -15.301 -16.458 -24.913  C31 1.090
40 H -15.736 -17.672 -23.808  C31 1.090
41 H -15.353 -19.469 -25.149  C32 1.090
42 H -14.003 -18.457 -25.679  C32 1.090
43 H -15.452 -17.899 -31.031  C37 1.090
44 H -16.100 -19.407 -31.003  C37 1.090
45 H -14.383 -19.076 -30.519  C37 1.090
46 C -10.599 -16.981 -22.452  C47 1.571, H53 1.090, H54 1.090, H55 1.090
47 C -10.255 -15.891 -23.530  C46 1.571, O48 1.428, H56 1.090, H57 1.090
48 O -10.570 -16.207 -24.887  C47 1.428, C49 1.380
49 C -9.868 -17.183 -25.563  O48 1.380, O50 1.226, O51 1.376
50 O -8.798 -17.689 -25.240  C49 1.226
51 O -10.482 -17.347 -26.784  C49 1.376, C52 1.395
52 C -10.398 -18.513 -27.545  O51 1.395, H58 1.090, H59 1.090, H60 1.090
53 H -10.286 -16.681 -21.452  C46 1.090
54 H -10.029 -17.878 -22.693  C46 1.090
55 H -11.667 -17.168 -22.341  C46 1.090
56 H -9.196 -15.658 -23.418  C47 1.090
57 H -10.828 -14.976 -23.382  C47 1.090
58 H -10.803 -19.400 -27.060  C52 1.090
59 H -9.393 -18.691 -27.929  C52 1.090
60 H -10.919 -18.531 -28.502  C52 1.090
61 C -18.570 -24.077 -14.434  C62 1.542, H68 1.090, H69 1.090, H70 1.090
62 C -17.971 -22.680 -14.698  C61 1.542, O63 1.355, H71 1.090, H72 1.090
63 O -18.083 -21.850 -13.634  C62 1.355, C64 1.336
64 C -17.822 -20.560 -13.860  O63 1.336, O65 1.203, O66 1.371
65 O -17.211 -20.040 -14.756  C64 1.203
66 O -18.108 -19.898 -12.693  C64 1.371, C67 1.369
67 C -17.681 -18.603 -12.565  O66 1.369, H73 1.090, H74 1.090, H75 1.090
68 H -18.483 -24.802 -15.244  C61 1.090
69 H -19.652 -24.040 -14.308  C61 1.090
70 H -18.071 -24.468 -13.548  C61 1.090
71 H -18.344 -22.336 -15.663  C62 1.090
72 H -16.898 -22.819 -14.826  C62 1.090
73 H -16.619 -18.452 -12.759  C67 1.090
74 H -17.852 -18.399 -11.508  C67 1.090
75 H -18.423 -18.012 -13.103  C67 1.090
76 C -9.067 -15.630 -16.791  C77 1.573, H83 1.090, H84 1.090, H85 1.090
77 C -7.556 -15.703 -17.223  C76 1.573, O78 1.420, H86 1.090, H87 1.090
78 O -7.305 -16.576 -18.314  C77 1.420, C79 1.343
79 C -6.063 -16.649 -18.823  O78 1.343, O80 1.257, O81 1.387
80 O -5.150 -15.790 -18.727  C79 1.257
81 O -5.909 -17.859 -19.483  C79 1.387, C82 1.384
82 C -4.655 -18.281 -19.890  O81 1.384, H88 1.090, H89 1.090, H90 1.090
83 H -9.784 -15.189 -17.483  C76 1.090
84 H -9.298 -15.110 -15.861  C76 1.090
85 H -9.385 -16.652 -16.581  C76 1.090
86 H -6.927 -15.888 -16.352  C77 1.090
87 H -7.267 -14.698 -17.530  C77 1.090
88 H -4.832 -19.267 -20.318  C82 1.090
89 H -3.991 -18.388 -19.033  C82 1.090
90 H -4.126 -17.664 -20.617  C82 1.090
91 C -14.625 -10.130 -21.497  C92 1.569, H98 1.090, H99 1.090, H100 1.090
92 C -15.719 -11.241 -21.670  C91 1.569, O93 1.425, H101 1.090, H102 1.090
93 O -16.278 -11.189 -22.979  C92 1.425, C94 1.349
94 C -17.350 -10.510 -23.440  O93 1.349, O95 1.239, O96 1.360
95 O -18.117 -9.925 -22.664  C94 1.239
96 O -17.665 -10.771 -24.737  C94 1.360, C97 1.427
97 C -18.792 -10.049 -25.232  O96 1.427, H103 1.090, H104 1.090, H105 1.090
98 H -15.047 -9.150 -21.718  C91 1.090
99 H -13.853 -10.250 -22.257  C91 1.090
100 H -14.146 -10.200 -20.521  C91 1.090
101 H -16.476 -11.181 -20.887  C92 1.090
102 H -15.118 -12.132 -21.492  C92 1.090
103 H -18.770 -8.965 -25.346  C97 1.090
104 H -19.695 -10.367 -24.710  C97 1.090
105 H -18.968 -10.513 -26.203  C97 1.090
106 C -6.791 -23.094 -15.984  C107 1.562, H113 1.090, H114 1.090, H115 1.090
107 C -7.221 -22.396 -17.314  C106 1.562, O108 1.422, H116 1.090, H117 1.090
108 O -8.539 -22.830 -17.624  C107 1.422, C109 1.313
109 C -9.562 -22.094 -17.255  O108 1.313, O110 1.226, O111 1.379
110 O -9.539 -21.089 -16.553  C109 1.226
111 O -10.697 -22.710 -17.741  C109 1.379, C112 1.472
112 C -12.069 -22.184 -17.662  O111 1.472, H118 1.090, H119 1.090, H120 1.090
113 H -7.594 -22.926 -15.266  C106 1.090
114 H -5.838 -22.688 -15.643  C106 1.090
115 H -6.645 -24.144 -16.235  C106 1.090
116 H -6.580 -22.754 -18.120  C107 1.090
117 H -7.143 -21.319 -17.168  C107 1.090
118 H -12.471 -22.356 -16.663  C112 1.090
119 H -12.647 -22.570 -18.501  C112 1.090
120 H -12.050 -21.100 -17.775  C112 1.090
121 C -17.280 -15.535 -17.507  C122 1.559, O126 1.413, H128 1.090, H129 1.090
122 C -15.801 -15.833 -17.901  C121 1.559, O123 1.447, F127 1.311, H130 1.090
123 O -15.104 -14.862 -17.085  C122 1.447, C124 1.331
124 C -15.866 -14.416 -16.088  O123 1.331, O125 1.210, O126 1.367
125 O -15.469 -13.630 -15.258  C124 1.210
126 O -17.172 -14.702 -16.371  C121 1.413, C124 1.367
127 F -15.527 -15.675 -19.173  C122 1.311
128 H -17.831 -16.440 -17.251  C121 1.090
129 H -17.782 -15.198 -18.414  C121 1.090
130 H -15.633 -16.841 -17.522  C122 1.090
131 C -22.247 -13.839 -19.228  C132 1.474, O136 1.451, H138 1.090, H139 1.090
132 C -21.654 -14.220 -20.523  C131 1.474, O133 1.402, F137 1.313, H140 1.090
133 O -21.505 -15.609 -20.411  C132 1.402, C134 1.347
134 C -22.082 -16.142 -19.317  O133 1.347, O135 1.250, O136 1.399
135 O -21.941 -17.312 -18.902  C134 1.250
136 O -22.582 -15.080 -18.554  C131 1.451, C134 1.399
137 F -20.488 -13.648 -20.718  C132 1.313
138 H -23.005 -13.057 -19.199  C131 1.090
139 H -21.420 -13.457 -18.630  C131 1.090
140 H -22.300 -14.055 -21.386  C132 1.090

Results
Gap between HOMO and LUMO = 0.391 hartree
LUMO = 0.0 eV
ΔE to the lowest compared entry with this formula, charge and spin = 514.3 kJ/mol
DFT total energy = -107396.2122 eV
SMILES = O=C1OC[C@@H](F)O1.O=C1OC[C@@H](F)O1.CCOC(=O)OC.CCOC(=O)OC.CCOC(=O)OC.CCOC(=O)OC.CCOC(=O)OC.CCOC(=O)OC.CCOC(=O)OC.CCOC(=O)OC

These are the Mulliken partial charges, in e, on atoms 1 to 8: -1.124 -0.252 -0.237 0.706 -0.558 -0.327 -0.633 0.301


[2]
Computed, not measured: a 8-piece molecular cluster, C38H70N7O3 overall in a non-equilibrium geometry, with ωB97M-V with the def2-TZVPD basis set.

Each atom is followed by the atoms it is bonded to, with distances in Å.
CARTESIAN COORDINATES (ANGSTROEM)
1 C 4.212 -2.994 1.139  C2 1.528, H14 1.097, H15 1.084, H16 1.088
2 C 4.658 -1.804 1.988  C1 1.528, C3 1.567, H17 1.089, H18 1.095
3 C 4.359 -0.427 1.303  C2 1.567, C4 1.538, C5 1.550, H19 1.102
4 C 5.450 -0.174 0.250  C3 1.538, H20 1.096, H21 1.089, H22 1.088
5 C 2.913 -0.404 0.746  C3 1.550, C6 1.541, C11 1.496
6 C 2.003 0.227 1.818  C5 1.541, C7 1.533, H23 1.097, H24 1.103
7 C 0.623 -0.421 1.987  C6 1.533, C8 1.530, H25 1.099, H26 1.093
8 C -0.176 -0.579 0.692  C7 1.530, C9 1.531, H27 1.092, H28 1.088
9 C -1.643 -0.929 0.956  C8 1.531, O10 1.433, H29 1.088, H30 1.094
10 O -1.866 -2.344 1.006  C9 1.433, H31 0.963
11 C 2.799 0.374 -0.527  C5 1.496, O12 1.479, H32 1.089, H33 1.092
12 O 3.202 1.797 -0.488  C11 1.479, O13 1.450
13 O 2.038 2.632 -0.709  O12 1.450, H34 0.964
14 H 4.741 -3.891 1.486  C1 1.097
15 H 3.139 -3.138 1.171  C1 1.084
16 H 4.527 -2.814 0.113  C1 1.088
17 H 4.192 -1.804 2.971  C2 1.089
18 H 5.747 -1.880 2.076  C2 1.095
19 H 4.496 0.346 2.076  C3 1.102
20 H 6.436 -0.427 0.654  C4 1.096
21 H 5.483 0.887 0.006  C4 1.089
22 H 5.311 -0.764 -0.653  C4 1.088
23 H 2.497 0.136 2.793  C6 1.097
24 H 1.835 1.306 1.660  C6 1.103
25 H 0.021 0.212 2.654  C7 1.099
26 H 0.693 -1.402 2.464  C7 1.093
27 H -0.151 0.368 0.148  C8 1.092
28 H 0.290 -1.358 0.092  C8 1.088
29 H -1.947 -0.531 1.922  C9 1.088
30 H -2.265 -0.461 0.188  C9 1.094
31 H -1.742 -2.650 0.102  O10 0.963
32 H 1.772 0.374 -0.889  C11 1.089
33 H 3.397 -0.106 -1.305  C11 1.092
34 H 2.145 3.270 0.005  O13 0.964
35 C 5.468 5.354 0.911  C36 1.524, H40 1.090, H41 1.089, H42 1.093
36 C 4.911 6.310 -0.138  C35 1.524, C37 1.534, H43 1.091, H44 1.092
37 C 3.669 7.070 0.346  C36 1.534, C38 1.462, H45 1.090, H46 1.091
38 C 2.592 6.141 0.682  C37 1.462, N39 1.147
39 N 1.743 5.406 0.917  C38 1.147
40 H 4.747 4.576 1.164  C35 1.090
41 H 6.362 4.857 0.538  C35 1.089
42 H 5.733 5.886 1.827  C35 1.093
43 H 4.661 5.750 -1.040  C36 1.091
44 H 5.675 7.040 -0.413  C36 1.092
45 H 3.308 7.748 -0.427  C37 1.090
46 H 3.901 7.663 1.232  C37 1.091
47 C -4.007 1.187 -2.651  C48 1.523, H52 1.092, H53 1.090, H54 1.086
48 C -4.535 0.071 -3.543  C47 1.523, C49 1.532, H55 1.092, H56 1.092
49 C -4.544 -1.287 -2.834  C48 1.532, C50 1.463, H57 1.091, H58 1.091
50 C -3.189 -1.678 -2.446  C49 1.463, N51 1.150
51 N -2.109 -1.949 -2.156  C50 1.150
52 H -2.969 1.012 -2.361  C47 1.092
53 H -4.045 2.144 -3.173  C47 1.090
54 H -4.605 1.277 -1.749  C47 1.086
55 H -3.932 -0.001 -4.451  C48 1.092
56 H -5.554 0.308 -3.856  C48 1.092
57 H -4.949 -2.064 -3.482  C49 1.091
58 H -5.161 -1.242 -1.935  C49 1.091
59 C -6.271 5.115 -4.430  C60 1.524, H64 1.091, H65 1.091, H66 1.092
60 C -7.618 4.407 -4.491  C59 1.524, C61 1.533, H67 1.089, H68 1.092
61 C -8.236 4.194 -3.105  C60 1.533, C62 1.462, H69 1.090, H70 1.091
62 C -7.351 3.369 -2.283  C61 1.462, N63 1.148
63 N -6.662 2.702 -1.653  C62 1.148
64 H -5.537 4.527 -3.876  C59 1.091
65 H -5.877 5.272 -5.435  C59 1.091
66 H -6.356 6.092 -3.948  C59 1.092
67 H -7.495 3.443 -4.983  C60 1.089
68 H -8.309 4.994 -5.101  C60 1.092
69 H -9.201 3.693 -3.184  C61 1.090
70 H -8.394 5.147 -2.596  C61 1.091
71 C 4.781 -7.191 5.532  C72 1.525, H76 1.091, H77 1.091, H78 1.092
72 C 3.677 -6.648 4.632  C71 1.525, C73 1.533, H79 1.091, H80 1.091
73 C 4.165 -5.550 3.681  C72 1.533, C74 1.462, H81 1.090, H82 1.091
74 C 4.683 -4.406 4.430  C73 1.462, N75 1.148
75 N 5.070 -3.509 5.031  C74 1.148
76 H 5.181 -6.412 6.181  C71 1.091
77 H 4.400 -7.990 6.170  C71 1.091
78 H 5.604 -7.597 4.941  C71 1.092
79 H 2.865 -6.256 5.248  C72 1.091
80 H 3.260 -7.460 4.035  C72 1.091
81 H 3.352 -5.198 3.047  C73 1.090
82 H 4.955 -5.925 3.029  C73 1.091
83 C 4.448 -0.491 6.404  C84 1.523, H88 1.091, H89 1.089, H90 1.090
84 C 4.696 0.906 6.957  C83 1.523, C85 1.534, H91 1.092, H92 1.092
85 C 5.229 0.901 8.395  C84 1.534, C86 1.464, H93 1.091, H94 1.091
86 C 4.287 0.282 9.330  C85 1.464, N87 1.148
87 N 3.542 -0.194 10.062  C86 1.148
88 H 3.680 -1.017 6.973  C83 1.091
89 H 4.110 -0.439 5.369  C83 1.089
90 H 5.355 -1.095 6.424  C83 1.090
91 H 3.774 1.489 6.915  C84 1.092
92 H 5.424 1.419 6.326  C84 1.092
93 H 5.417 1.920 8.738  C85 1.091
94 H 6.170 0.351 8.447  C85 1.091
95 C -3.730 -5.232 -0.859  C96 1.522, H100 1.091, H101 1.091, H102 1.091
96 C -4.316 -5.908 0.373  C95 1.522, C97 1.534, H103 1.092, H104 1.092
97 C -3.304 -6.010 1.520  C96 1.534, C98 1.464, H105 1.090, H106 1.092
98 C -2.151 -6.828 1.137  C97 1.464, N99 1.148
99 N -1.267 -7.496 0.837  C98 1.148
100 H -2.891 -5.797 -1.266  C95 1.091
101 H -4.480 -5.146 -1.646  C95 1.091
102 H -3.379 -4.226 -0.621  C95 1.091
103 H -4.677 -6.906 0.116  C96 1.092
104 H -5.179 -5.337 0.721  C96 1.092
105 H -3.761 -6.470 2.397  C97 1.090
106 H -2.947 -5.018 1.806  C97 1.092
107 C -5.177 2.287 -10.125  C108 1.524, H112 1.091, H113 1.090, H114 1.091
108 C -4.976 3.590 -9.359  C107 1.524, C109 1.533, H115 1.092, H116 1.091
109 C -4.655 3.367 -7.877  C108 1.533, C110 1.464, H117 1.090, H118 1.091
110 C -5.740 2.658 -7.197  C109 1.464, N111 1.148
111 N -6.586 2.095 -6.663  C110 1.148
112 H -6.026 1.724 -9.734  C107 1.091
113 H -5.371 2.488 -11.178  C107 1.090
114 H -4.291 1.653 -10.060  C107 1.091
115 H -5.872 4.207 -9.446  C108 1.092
116 H -4.156 4.153 -9.807  C108 1.091
117 H -4.501 4.319 -7.369  C109 1.090
118 H -3.743 2.779 -7.766  C109 1.091

Results
Gap between HOMO and LUMO = 0.115 hartree
LUMO = 1.7 eV
Charge = -1
DFT total energy = -57109.3140 eV

These are the Mulliken partial charges, in e, on atoms 1 to 8: -1.228 -0.187 0.767 -1.826 0.837 -0.298 -0.928 0.176